Below is 8 unconnected molecules or ions with the total composition C24H68N4O8 in a non-equilibrium geometry, with properties calculated with the ωB97M-V functional and the def2-TZVPD basis.

Its highest occupied orbital energy is -0.31174 Ha.

CARTESIAN COORDINATES (ANGSTROEM)
C: 5.80106 0.04700 2.44989
O: 4.61090 -0.70900 2.40613
C: 3.80867 -0.31940 1.28222
C: 2.49868 -1.11396 1.22840
C: 2.72632 -2.60102 0.97755
N: 1.59980 -0.57618 0.20859
H: 6.46961 -0.44779 3.15439
H: 5.55860 1.06395 2.75832
H: 6.36228 0.15688 1.52196
H: 3.55112 0.72544 1.45568
H: 4.44373 -0.42386 0.40251
H: 1.98481 -1.02380 2.18543
H: 3.33034 -2.80593 0.09365
H: 1.77960 -3.12693 0.85412
H: 3.17435 -3.16569 1.79518
H: 1.05346 -1.36047 -0.11774
H: 2.25549 -0.44670 -0.54865
C: -5.27004 3.90662 5.81681
O: -4.13157 3.77916 5.01129
C: -4.16895 2.92300 3.86242
C: -2.75567 2.69453 3.30349
C: -1.94833 3.97440 2.87533
N: -2.80309 1.79407 2.16742
H: -5.53691 3.01544 6.38486
H: -6.10623 4.17264 5.17018
H: -5.07110 4.75053 6.47737
H: -4.58443 1.94377 4.10030
H: -4.83136 3.34359 3.10584
H: -2.18853 2.16439 4.06860
H: -0.99462 3.65428 2.45574
H: -1.96951 4.73139 3.65931
H: -2.41796 4.42704 2.00202
H: -3.32378 2.28588 1.45531
H: -1.91963 1.75171 1.67978
C: 0.56339 1.83655 6.16550
O: 1.41188 1.16560 5.26715
C: 0.74776 0.91923 4.02532
C: -0.20897 -0.27804 4.08529
C: 0.31667 -1.56237 4.62922
N: -0.83767 -0.65800 2.81127
H: 0.02501 1.02675 6.65793
H: -0.11239 2.55567 5.70260
H: 1.11380 2.31787 6.97389
H: 0.19211 1.77209 3.63549
H: 1.51960 0.78784 3.26696
H: -1.03019 -0.05367 4.76599
H: 1.25525 -1.83405 4.14615
H: -0.36983 -2.39293 4.46493
H: 0.37993 -1.39154 5.70389
H: -1.53742 0.03672 2.59259
H: -0.17628 -0.51835 2.06084
C: 1.00004 -5.84452 -3.87079
O: 1.64497 -4.74972 -3.22273
C: 0.87605 -4.23569 -2.12962
C: -0.04827 -3.11302 -2.44422
C: 0.63487 -1.86323 -3.10294
N: -0.70604 -2.53415 -1.23674
H: 0.90971 -6.69160 -3.19078
H: 1.47445 -6.20105 -4.78507
H: 0.01745 -5.57716 -4.25954
H: 0.45080 -5.03006 -1.51624
H: 1.67567 -3.80134 -1.52958
H: -0.88695 -3.44465 -3.05637
H: 1.41254 -1.53121 -2.41512
H: -0.10876 -1.09321 -3.30833
H: 1.01939 -2.17183 -4.07506
H: -1.59217 -2.19360 -1.58155
H: -0.97682 -3.32220 -0.66599
C: -1.19030 1.26713 -1.55694
C: -0.35615 2.21933 -0.65344
O: -0.21779 1.58427 0.66843
H: -0.96954 1.44015 -2.61023
H: -2.23021 1.36686 -1.24591
H: -0.96827 0.20925 -1.41662
H: -0.76747 3.22412 -0.55699
H: 0.59946 2.31398 -1.16914
H: 0.37120 0.82932 0.59956
C: -4.67939 -0.60032 -4.45538
C: -4.37019 -0.56190 -2.93070
O: -3.81065 -1.76193 -2.47998
H: -3.72504 -0.66544 -4.97794
H: -5.04179 0.34729 -4.85387
H: -5.33931 -1.40122 -4.78882
H: -5.27139 -0.35985 -2.35181
H: -3.71700 0.26462 -2.65088
H: -4.47428 -2.45296 -2.54064
C: -1.05957 1.24793 -5.65325
C: 0.44126 1.02896 -5.72757
O: 1.10768 2.21634 -6.10076
H: -1.18488 1.82613 -4.73779
H: -1.45300 0.24512 -5.48686
H: -1.55684 1.59438 -6.55923
H: 0.57692 0.26069 -6.48878
H: 0.84834 0.63686 -4.79556
H: 2.05082 2.06393 -6.19490
C: 3.50553 0.85185 -3.21729
C: 4.47721 0.11179 -2.36256
O: 3.82497 -0.99625 -1.75505
H: 2.61616 1.16462 -2.67020
H: 3.14798 0.19162 -4.00745
H: 3.96571 1.79153 -3.52281
H: 4.71328 0.88745 -1.63405
H: 5.28644 -0.14091 -3.04769
H: 3.81296 -1.76136 -2.33476

Atomic forces in eV per Å
-0.123 0.050 0.572
-0.106 -0.417 -0.777
0.021 0.096 1.172
0.430 -0.963 0.684
0.079 -0.807 0.285
0.752 0.311 -0.077
-0.121 0.218 0.168
0.155 0.202 0.326
-0.261 -0.409 -0.541
-0.107 0.420 -0.380
-0.393 -0.050 -0.314
0.289 0.075 0.220
0.046 0.228 -0.126
-0.314 0.216 -0.206
0.364 0.447 0.243
-0.737 -0.084 -0.099
-0.220 0.442 -0.739
-0.218 0.322 -0.838
1.293 -0.464 -0.472
0.065 0.143 0.433
1.071 0.971 -0.179
-1.375 -0.577 0.193
-1.081 -0.142 -0.546
0.181 -0.203 0.062
-0.447 0.049 0.104
-0.071 -0.182 0.131
-0.026 -0.193 0.242
-0.078 0.313 -0.281
0.067 0.156 0.320
0.387 0.153 0.734
0.661 -0.066 0.020
-0.513 0.069 -0.056
-0.766 -0.047 -0.264
0.805 -0.183 0.379
-0.141 -1.018 0.891
0.067 0.872 -1.143
0.216 -0.668 -0.072
-1.093 -0.720 -0.508
0.795 -0.172 0.937
-0.079 1.139 -0.334
-0.821 0.308 0.275
-0.010 -0.005 -0.153
0.400 0.139 -0.337
-0.191 0.429 0.392
0.241 -0.422 0.100
-0.242 0.522 -0.076
0.307 -0.059 0.404
-0.192 0.305 -0.081
0.826 -0.568 0.172
-0.500 -0.039 -0.111
0.355 -0.282 -0.225
-0.490 0.092 -0.177
-0.760 -0.540 -0.653
2.101 0.285 0.424
-1.349 2.160 -0.691
-0.439 -1.837 -0.253
0.589 -1.016 0.060
-0.081 -0.073 0.105
0.884 0.375 0.295
-0.399 0.196 0.404
-0.394 -0.197 -0.191
-0.042 0.085 0.507
0.251 -0.300 -0.678
-0.005 0.254 -0.287
0.019 0.060 0.348
0.465 0.150 -0.001
-0.295 0.458 0.125
-0.135 -0.125 0.572
0.021 0.507 0.709
0.339 -2.447 0.185
-0.852 2.300 -0.928
-0.562 0.396 -0.082
-0.235 0.090 -0.612
0.466 0.089 0.458
-0.219 -0.241 0.265
0.447 0.162 0.440
0.780 -0.670 -0.523
1.026 0.740 0.355
-1.302 0.526 -0.788
0.786 -0.564 0.217
0.116 -0.555 -0.038
-0.494 0.111 0.405
0.021 -0.044 0.291
-0.370 0.010 -0.080
0.366 -0.217 -0.364
-0.029 -0.042 0.000
0.761 -0.672 0.992
-0.092 -0.363 -1.194
-0.130 0.541 -0.002
-0.875 0.381 -0.400
-0.292 -0.047 0.289
0.391 0.518 0.186
0.442 -0.209 -0.180
-0.216 0.000 0.252
0.006 -0.154 0.056
-1.045 0.382 -0.342
-0.995 0.626 -0.573
0.659 0.013 0.345
-0.069 -0.155 0.312
0.117 0.391 -0.503
0.017 -0.145 -0.695
0.816 -0.819 0.642
0.532 -0.343 0.711
0.102 0.025 -0.239


Below is 2 unconnected molecules or ions with the total composition C5H16N3, with properties calculated with the ωB97M-V functional and the def2-TZVPD basis.

The net charge is +1. Its highest occupied orbital energy is -0.41903 Ha.

CARTESIAN COORDINATES (ANGSTROEM)
C: -0.05382 -1.03197 1.48650
C: -1.34550 -1.21082 1.19904
N: -1.94593 -2.41373 0.80472
N: 0.46251 0.25844 1.86532
H: 0.64195 -1.84245 1.31758
H: -2.07809 -0.41486 1.30424
H: -2.76776 -2.25043 0.24101
H: -1.33334 -3.05161 0.32911
H: 0.78786 0.78833 0.22964
H: 1.16857 0.22410 2.58787
H: -0.29306 0.78478 2.26967
C: 1.69978 -0.41469 -1.99458
C: 0.58027 0.58388 -1.90018
N: 0.74179 1.39426 -0.64619
C: -0.36324 2.37535 -0.47053
H: 1.78625 -0.89973 -2.96347
H: 1.66115 -1.20364 -1.24906
H: 2.67094 0.07289 -1.86236
H: -0.41696 0.14272 -1.83784
H: 0.50097 1.27279 -2.73925
H: 1.62030 1.89959 -0.73243
H: -0.14092 2.99561 0.39224
H: -0.44265 2.95986 -1.38108
H: -1.29734 1.85115 -0.29292

Atomic forces in eV per Å
-0.543 -0.110 -0.304
-0.092 -0.333 -0.097
0.027 0.590 -0.168
0.148 -0.206 -0.154
0.255 0.119 0.214
0.170 0.133 0.231
-0.073 -0.165 0.106
0.190 -0.295 0.024
0.042 0.390 0.025
0.179 -0.294 0.020
-0.296 0.357 0.140
0.846 -0.130 -0.221
-0.643 -0.140 0.263
-0.370 -0.069 -0.551
0.174 -0.054 0.139
-0.376 0.056 -0.123
-0.308 -0.005 0.175
-0.063 0.141 0.023
0.174 -0.288 0.138
0.444 0.108 -0.029
0.124 0.023 0.210
0.001 0.147 -0.067
-0.039 0.187 0.062
0.030 -0.164 -0.056


Values of energy above the lowest of the compared OMol25 structures with the same formula, charge and spin, in order: 237.08, 133.35, all in kJ/mol.
Values of gap between HOMO and LUMO, in order: 8.9584, 8.7547, all in eV.
Values of E, in order: -1775.9724, -364.1246, all in Ha.